Here is a cluster of 2 separate species, C5H15NO2 in total from the OMol25 dataset. Energies are from the ωB97M-V functional and the def2-TZVPD basis.

Properties
* HOMO-LUMO gap: 9.1362 eV
* SMILES: CN[C@@H](C)[C@H](C)O.O
* relative energy (zero: lowest compared OMol25 entry of this formula, charge and spin): 3.285 eV
* LUMO: 0.66 eV

Structure (XYZ):
```
23
Properties=species:S:1:pos:R:3:forces:R:3:nbo_charge:R:1
C 2.348 1.418 -0.619 -1.73 3.63 3.24 -0.408
N 1.098 0.914 -0.014 0.60 -1.11 0.33 -0.669
C -0.031 0.794 -0.927 -0.71 -0.64 0.01 -0.035
C -1.293 0.668 -0.008 -1.29 2.44 -0.18 0.083
C -1.125 1.538 1.220 2.28 2.50 -0.44 -0.658
O -1.613 -0.638 0.428 -0.77 -0.21 3.48 -0.744
C 0.006 -0.557 -1.796 -4.27 3.56 0.76 -0.646
H 2.895 2.150 0.144 -1.14 -1.37 -1.13 0.177
H 1.976 2.146 -1.367 0.90 -0.90 -0.30 0.205
H 3.089 0.730 -0.803 1.42 -1.72 -1.48 0.187
H 1.140 0.061 0.616 0.40 1.50 -1.21 0.365
H -0.059 1.771 -1.542 -0.27 -1.58 0.89 0.198
H -2.242 1.068 -0.525 1.46 -0.49 0.14 0.164
H -0.541 2.520 1.029 -0.34 -1.90 0.13 0.234
H -0.786 1.124 2.161 0.97 -0.71 -0.22 0.210
H -1.981 1.979 1.550 -3.37 0.83 0.49 0.205
H -1.959 -0.479 1.417 1.09 -0.86 -3.40 0.484
H -0.284 -0.359 -2.802 0.47 0.03 -1.01 0.210
H 0.936 -0.843 -1.595 3.60 -2.20 0.06 0.204
H -0.835 -1.108 -1.378 0.75 -0.86 -0.10 0.234
H -0.258 -3.053 1.238 -2.51 1.25 0.22 0.464
H 1.028 -3.169 0.677 0.22 -0.79 0.46 0.460
O 0.460 -3.625 1.330 2.25 -0.38 -0.75 -0.923
```
Positions in Å, forces in eV/Å.



Here is the molecule C20H23N5O from the OMol25 dataset. Energies are from the ωB97M-V functional and the def2-TZVPD basis.

Properties
* HOMO-LUMO gap: 8.3476 eV
* SMILES: CC(C)(C)c1ccc(-c2nc(C#N)c(NCCCn3ccnc3)o2)cc1
* relative energy (zero: lowest compared OMol25 entry of this formula, charge and spin): 1.990 eV
* LUMO: 0.36 eV

Structure (XYZ):
```
49
Properties=species:S:1:pos:R:3:forces:R:3:nbo_charge:R:1
C -5.142 -1.202 1.529 0.04 0.03 -0.17 -0.594
H -5.239 -0.315 2.150 -0.02 0.09 0.10 0.207
H -4.367 -1.834 1.957 0.06 -0.07 0.08 0.212
H -6.085 -1.744 1.560 -0.12 -0.06 0.02 0.208
C -4.791 -0.837 0.080 -0.19 -0.11 0.00 -0.084
C -3.459 -0.105 0.064 0.10 -0.06 -0.07 -0.017
C -2.348 -0.571 -0.630 -0.17 -0.05 0.03 -0.162
C -1.151 0.119 -0.618 0.17 0.28 0.12 -0.201
C -1.031 1.307 0.098 -0.38 -0.60 -0.27 -0.131
C -2.138 1.788 0.797 0.19 0.00 -0.07 -0.172
C -3.325 1.089 0.775 0.06 -0.01 -0.02 -0.163
H -4.164 1.486 1.326 -0.10 0.03 0.06 0.205
H -2.042 2.709 1.350 -0.03 0.10 0.07 0.234
C 0.211 2.037 0.135 0.23 1.10 0.65 0.467
N 0.455 3.131 0.777 -0.71 -0.53 -0.11 -0.390
C 1.769 3.435 0.528 0.25 -1.28 -0.99 -0.168
C 2.285 2.450 -0.303 0.14 1.04 0.75 0.524
N 3.536 2.263 -0.785 -0.19 0.00 -0.01 -0.608
H 4.156 3.049 -0.679 -0.07 0.01 0.02 0.421
C 3.821 1.285 -1.816 -0.18 -0.44 -0.11 -0.216
C 3.754 -0.143 -1.269 0.25 0.22 0.07 -0.415
H 3.955 -0.842 -2.083 -0.03 -0.04 0.00 0.218
H 2.748 -0.341 -0.897 0.04 -0.07 -0.05 0.221
C 4.759 -0.370 -0.134 -0.23 0.35 -0.38 -0.207
N 4.617 -1.687 0.420 0.09 -0.25 0.19 -0.344
C 5.335 -2.793 0.112 0.12 0.01 -0.08 0.162
N 4.906 -3.851 0.740 0.32 -0.50 -0.16 -0.456
C 3.854 -3.430 1.490 -0.18 0.21 0.06 -0.091
C 3.655 -2.093 1.303 -0.21 -0.08 0.21 -0.115
H 2.940 -1.413 1.718 -0.14 0.17 0.08 0.216
H 3.313 -4.112 2.113 -0.17 -0.06 0.17 0.208
H 6.166 -2.777 -0.565 0.20 0.11 -0.18 0.191
H 5.781 -0.257 -0.508 -0.05 0.02 0.10 0.207
H 4.593 0.370 0.655 0.13 -0.11 -0.09 0.217
H 4.822 1.490 -2.197 -0.07 0.05 -0.02 0.210
H 3.105 1.382 -2.641 0.17 0.04 0.01 0.202
O 1.308 1.565 -0.557 0.19 -0.05 -0.13 -0.427
C 2.455 4.547 1.022 0.21 0.31 0.12 0.262
N 3.073 5.442 1.390 0.24 0.29 0.12 -0.316
H -0.303 -0.264 -1.166 0.06 -0.05 -0.04 0.216
H -2.399 -1.487 -1.195 -0.05 -0.10 -0.05 0.209
C -5.873 0.083 -0.503 0.12 -0.11 0.06 -0.594
H -5.618 0.363 -1.523 -0.01 0.05 -0.11 0.212
H -5.980 0.991 0.083 -0.04 0.12 0.05 0.207
H -6.832 -0.430 -0.516 -0.13 -0.05 0.00 0.208
C -4.766 -2.128 -0.744 0.04 0.23 0.13 -0.605
H -4.030 -2.828 -0.355 0.09 -0.11 -0.01 0.210
H -4.547 -1.922 -1.789 0.05 -0.03 -0.13 0.209
H -5.742 -2.606 -0.695 -0.08 -0.04 0.01 0.214
```
Positions in Å, forces in eV/Å.



Here is a structure of composition C5H13NO2 from the OMol25 dataset. Energies are from the ωB97M-V functional and the def2-TZVPD basis.

Properties
* HOMO-LUMO gap: 4.3792 eV
* relative energy (zero: lowest compared OMol25 entry of this formula, charge and spin): 6.004 eV
* LUMO: -3.17 eV

Structure (XYZ):
```
21
Properties=species:S:1:pos:R:3:forces:R:3:nbo_charge:R:1
N 0.077 -2.216 -0.048 0.28 0.62 0.02 -0.745
C -0.327 -1.156 -1.012 0.30 -0.74 -1.45 -0.356
C 0.724 -0.159 -1.247 0.39 0.44 2.06 0.220
C 0.784 0.954 -0.394 0.25 0.40 0.34 -0.334
C 1.873 1.770 -0.274 -0.75 0.35 -0.21 0.096
C 1.863 2.876 0.706 -0.37 0.86 0.37 -0.697
H 1.058 -2.244 0.203 0.00 0.07 0.00 0.349
H -1.202 -0.707 -0.544 -0.22 0.16 -0.49 0.307
H -0.574 -1.658 -1.943 -0.38 0.15 -0.11 0.218
H 1.606 -0.210 -1.884 -0.36 -0.62 -0.48 0.201
H -0.036 1.187 0.277 -0.15 -0.45 -0.02 0.241
H 2.704 1.723 -0.971 0.13 -0.32 0.12 0.210
H 1.847 3.847 0.194 0.43 -0.16 -0.27 0.260
H 0.961 2.943 1.317 -0.04 -0.59 -0.07 0.239
H 2.703 2.906 1.400 0.28 -0.18 -0.24 0.259
H -3.656 -2.276 -0.552 -0.02 -0.04 0.07 0.449
H -0.539 -2.057 0.769 0.13 -0.07 0.49 0.447
O -3.046 -1.539 -0.483 0.35 0.22 0.26 -1.147
H -2.545 -1.580 0.626 -0.67 -0.27 -0.12 0.480
H -2.249 -0.780 2.120 -0.11 0.32 0.31 0.438
O -2.028 -1.625 1.739 0.54 -0.16 -0.59 -1.135
```
Positions in Å, forces in eV/Å.



Here is a structure of composition C36H57BaBrN4O8P2 from the OMol25 dataset. Energies are from the ωB97M-V functional and the def2-TZVPD basis.

Properties
* charge: +2
* HOMO-LUMO gap: 8.5722 eV
* relative energy (zero: lowest compared OMol25 entry of this formula, charge and spin): 5.260 eV
* LUMO: -3.96 eV

Structure (XYZ):
```
109
Properties=species:S:1:pos:R:3:forces:R:3:lowdin_charge:R:1
Ba 1.154 0.130 0.410 -6.84 -6.92 3.63 2.163
C -1.899 -0.649 -2.341 -0.04 0.07 -0.07 -0.071
C -0.951 0.265 -2.786 -0.01 0.15 -0.02 -0.089
C -1.077 1.615 -2.450 -0.13 -0.12 0.09 -0.107
C -2.146 2.044 -1.661 0.04 -0.17 -0.07 -0.081
C -3.097 1.123 -1.225 0.09 0.01 -0.09 -0.074
C -2.975 -0.218 -1.572 -0.01 0.07 0.03 -0.072
H -1.821 -1.694 -2.622 0.01 0.06 0.03 0.116
H -0.137 -0.063 -3.427 -0.07 0.05 0.11 0.108
H -0.373 2.340 -2.850 -0.07 -0.08 0.04 0.085
H -2.262 3.097 -1.427 0.01 -0.05 -0.01 0.111
H -3.949 1.454 -0.641 0.07 -0.03 -0.04 0.117
H -3.730 -0.929 -1.252 0.07 0.07 -0.02 0.119
C -1.567 2.548 1.877 0.02 -0.32 -0.09 -0.036
O -1.265 1.186 1.518 -0.34 0.45 0.34 -0.186
C -2.213 0.266 1.912 0.20 0.66 0.04 -0.221
C -3.306 0.566 2.692 -0.08 0.11 0.07 -0.042
C -4.196 -0.457 3.017 -0.04 0.04 0.04 -0.680
Br -5.694 -0.057 4.078 -0.11 0.04 0.09 0.812
C -3.995 -1.738 2.571 -0.27 -0.29 0.12 -0.060
C -2.885 -2.021 1.776 -0.51 -0.81 0.10 -0.066
C -2.005 -1.026 1.449 0.77 0.45 -0.49 -0.240
O -0.941 -1.250 0.650 -0.73 1.25 0.53 -0.192
C -2.607 -3.336 1.203 -0.40 0.04 0.30 -0.223
N -1.565 -3.541 0.435 -0.09 -1.50 -0.52 0.144
C -1.642 -4.886 0.038 0.38 0.41 -0.17 -0.188
C -0.808 -5.632 -0.796 0.08 0.04 -0.04 -0.015
C -1.144 -6.952 -1.022 -0.01 -0.01 0.01 -0.070
C -2.283 -7.526 -0.429 0.03 -0.04 -0.04 -0.066
C -3.114 -6.796 0.396 -0.06 0.03 0.06 0.000
C -2.762 -5.465 0.608 -0.49 -0.01 0.34 -0.168
N -3.363 -4.446 1.351 0.06 -0.32 -0.10 0.199
H -2.504 2.859 1.416 -0.03 0.01 -0.01 0.105
H -0.753 3.161 1.510 0.10 -0.01 -0.08 0.069
H -1.632 2.659 2.960 0.03 -0.02 0.01 0.109
H -3.494 1.570 3.050 -0.01 -0.17 -0.03 0.108
H -4.706 -2.513 2.839 0.08 0.10 -0.04 0.112
H -1.030 -2.196 0.332 0.23 -0.74 -0.29 0.010
H 0.066 -5.185 -1.258 -0.06 -0.05 0.02 0.108
H -0.524 -7.562 -1.670 -0.07 0.08 0.09 0.111
H -2.514 -8.567 -0.628 0.03 0.11 0.02 0.114
H -3.994 -7.242 0.851 0.13 0.08 -0.07 0.121
H -4.202 -4.528 1.896 -0.05 0.01 0.03 0.166
N 1.060 -0.962 3.049 0.62 -0.21 0.40 -0.073
C 2.089 -1.960 3.466 -0.24 0.14 -0.46 -0.237
C 1.878 -3.327 2.805 -0.11 0.27 -0.20 -0.178
C 2.453 -3.449 1.394 -0.33 0.41 -0.01 -0.238
N 1.630 -2.694 0.403 0.72 -0.43 -0.06 -0.062
H 1.284 -0.079 3.506 -0.12 -0.11 0.03 0.066
H 0.159 -1.249 3.412 -0.14 -0.06 0.04 0.079
H 2.117 -2.078 4.544 -0.04 -0.02 0.25 0.110
H 3.063 -1.563 3.163 -0.01 0.00 0.05 0.110
H 0.802 -3.541 2.761 0.06 -0.06 0.07 0.113
H 2.324 -4.099 3.434 0.04 0.02 -0.02 0.118
H 2.531 -4.500 1.130 -0.01 -0.21 -0.09 0.110
H 3.463 -3.037 1.374 0.07 0.02 0.00 0.110
H 0.743 -3.179 0.314 -0.10 0.01 0.03 0.036
H 2.074 -2.775 -0.515 -0.09 -0.07 0.19 0.073
C 1.907 5.419 3.244 -0.13 -0.02 0.30 -0.024
C 1.927 5.105 1.776 -0.19 -0.26 -0.11 -0.387
C 0.893 5.851 0.973 -0.23 -0.03 -0.10 -0.025
O 1.647 3.633 1.645 -0.63 1.30 0.50 -0.173
P 2.511 2.573 0.945 1.05 1.03 0.99 0.370
O 2.395 1.279 1.689 3.16 3.32 2.51 -0.587
C 1.766 2.421 -0.712 0.36 0.39 -0.39 -0.302
P 2.560 1.175 -1.794 0.60 0.10 -1.59 0.336
O 2.016 -0.183 -1.515 2.17 -0.29 -4.31 -0.581
O 2.322 1.500 -3.267 -0.35 0.93 -1.33 -0.151
C 2.801 2.613 -4.165 0.04 -0.07 0.38 -0.355
C 3.443 3.757 -3.400 -0.06 0.07 0.06 -0.033
C 1.626 3.041 -4.996 -0.31 0.07 -0.08 -0.033
O 4.051 1.345 -1.464 1.51 -0.36 0.11 -0.193
C 5.136 0.593 -2.228 -0.28 0.18 0.13 -0.357
C 5.269 -0.812 -1.695 -0.05 -0.05 0.23 -0.022
C 6.390 1.408 -2.092 0.13 0.21 0.10 -0.022
O 3.937 3.131 0.806 0.95 -0.02 -0.02 -0.169
C 4.953 3.081 1.945 -0.18 0.11 -0.33 -0.361
C 5.749 1.804 1.871 -0.10 -0.18 -0.21 -0.022
C 5.796 4.316 1.778 0.14 0.18 -0.10 -0.027
H 2.182 6.465 3.392 -0.03 -0.05 0.01 0.104
H 2.615 4.796 3.794 -0.04 0.07 -0.04 0.087
H 0.907 5.262 3.659 0.13 0.02 -0.03 0.098
H 2.914 5.296 1.370 0.20 -0.21 -0.14 0.122
H -0.110 5.673 1.372 0.10 0.04 -0.05 0.092
H 0.908 5.559 -0.083 0.01 0.04 0.13 0.080
H 1.092 6.925 1.023 -0.01 -0.11 0.02 0.104
H 1.727 3.396 -1.210 0.14 -0.20 0.16 0.093
H 0.735 2.056 -0.544 0.19 1.68 -0.80 -0.009
H 3.534 2.138 -4.804 0.19 -0.27 0.02 0.143
H 2.684 4.409 -2.954 0.07 -0.05 -0.04 0.084
H 4.021 4.366 -4.099 -0.11 -0.05 0.01 0.108
H 4.128 3.419 -2.621 -0.04 0.03 -0.10 0.063
H 0.905 3.604 -4.393 0.06 -0.09 -0.11 0.084
H 1.125 2.181 -5.447 0.08 0.12 0.04 0.099
H 1.977 3.695 -5.801 -0.05 -0.08 0.12 0.105
H 4.831 0.575 -3.272 -0.25 0.05 -0.05 0.140
H 5.509 -0.785 -0.627 0.00 -0.03 -0.11 0.095
H 6.090 -1.309 -2.219 -0.07 0.07 0.06 0.106
H 4.365 -1.403 -1.844 0.03 0.08 -0.01 0.076
H 6.780 1.355 -1.075 0.00 0.01 -0.06 0.074
H 6.219 2.455 -2.352 0.04 -0.11 0.00 0.085
H 7.148 1.008 -2.767 -0.04 0.01 0.04 0.106
H 4.398 3.127 2.879 -0.27 -0.02 0.00 0.139
H 6.351 1.789 0.961 -0.02 0.00 0.08 0.072
H 5.112 0.917 1.892 0.01 0.12 0.03 0.080
H 6.421 1.762 2.730 -0.03 0.02 -0.05 0.106
H 6.339 4.285 0.827 -0.08 0.00 0.16 0.099
H 6.526 4.359 2.593 -0.09 0.00 -0.12 0.106
H 5.196 5.228 1.812 0.06 -0.09 0.02 0.081
```
Positions in Å, forces in eV/Å.